Below is 7 unconnected molecules or ions with the total composition C38H46BINO5P2S, with properties calculated with ωB97M-V/def2-TZVPD.

Geometry (Å):
N (0.818, -0.378, 4.028)
B (0.327, -0.887, 2.673)
O (0.615, -0.275, 1.361)
P (-0.817, -2.456, 2.728)
I (0.213, -3.478, 0.686)
O (-1.876, -3.863, 2.808)
C (-3.128, -3.320, 3.413)
C (-2.984, -1.833, 4.157)
P (-3.902, -0.422, 3.220)
O (-5.274, -1.028, 2.267)
O (-2.891, 0.486, 2.126)
S (-4.703, 0.742, 4.608)
O (-1.533, -1.595, 4.108)
H (0.557, 0.631, 4.132)
H (1.846, -0.520, 4.144)
H (0.491, 0.722, 1.516)
H (-1.616, -1.764, 1.750)
H (-0.002, -3.214, 3.678)
H (-3.814, -3.205, 2.446)
H (-3.502, -4.100, 4.221)
H (-3.393, -2.044, 5.258)
H (-5.003, -0.818, 1.320)
H (-2.213, 1.047, 2.606)
C (-8.265, -2.007, 1.592)
C (-9.334, -2.037, 0.697)
C (-9.840, -3.260, 0.256)
C (-9.282, -4.452, 0.717)
C (-8.216, -4.422, 1.614)
C (-7.704, -3.199, 2.049)
H (-7.869, -1.054, 1.933)
H (-9.773, -1.108, 0.343)
H (-10.669, -3.283, -0.447)
H (-9.680, -5.405, 0.377)
H (-7.782, -5.351, 1.975)
H (-6.869, -3.176, 2.744)
C (0.751, 5.287, -0.497)
C (1.438, 4.607, -1.502)
C (1.221, 3.243, -1.696)
C (0.310, 2.560, -0.889)
C (-0.379, 3.241, 0.114)
C (-0.156, 4.603, 0.314)
H (0.923, 6.349, -0.344)
H (2.142, 5.140, -2.135)
H (1.761, 2.712, -2.475)
H (0.138, 1.498, -1.043)
H (-1.090, 2.710, 0.742)
H (-0.689, 5.132, 1.099)
C (3.548, -0.607, -0.526)
C (4.269, -1.585, -1.211)
C (5.449, -1.248, -1.873)
C (5.914, 0.067, -1.842)
C (5.195, 1.044, -1.154)
C (4.011, 0.709, -0.500)
H (2.627, -0.870, -0.013)
H (3.910, -2.611, -1.229)
H (6.006, -2.009, -2.412)
H (6.836, 0.329, -2.354)
H (5.559, 2.069, -1.129)
H (3.448, 1.472, 0.031)
C (-8.684, 3.070, -2.136)
C (-8.596, 1.678, -2.162)
C (-7.778, 1.013, -1.249)
C (-7.055, 1.740, -0.303)
C (-7.145, 3.131, -0.275)
C (-7.956, 3.797, -1.194)
H (-9.318, 3.588, -2.850)
H (-9.164, 1.111, -2.895)
H (-7.704, -0.071, -1.274)
H (-6.421, 1.221, 0.412)
H (-6.583, 3.697, 0.464)
H (-8.022, 4.881, -1.175)
C (6.398, 5.336, -1.684)
C (6.305, 4.718, -2.931)
C (7.336, 4.863, -3.859)
C (8.465, 5.617, -3.536)
C (8.559, 6.231, -2.288)
C (7.524, 6.094, -1.363)
H (5.593, 5.226, -0.962)
H (5.429, 4.125, -3.179)
H (7.261, 4.387, -4.833)
H (9.270, 5.725, -4.258)
H (9.439, 6.817, -2.036)
H (7.595, 6.578, -0.392)
C (8.305, -6.682, -1.627)
C (8.724, -5.352, -1.629)
C (7.850, -4.344, -1.225)
C (6.558, -4.667, -0.809)
C (6.140, -5.997, -0.803)
C (7.011, -7.004, -1.217)
H (8.985, -7.467, -1.946)
H (9.733, -5.101, -1.947)
H (8.175, -3.307, -1.233)
H (5.878, -3.881, -0.489)
H (5.133, -6.249, -0.478)
H (6.683, -8.040, -1.217)

Its LUMO energy is 2.09 eV. Its total charge is -1. For the frontier orbital gap, the calculation gives 6.76 eV.


Below is a molecular structure, C38H46BN9O2RuS3, with properties calculated with ωB97M-V/def2-TZVPD.

Geometry (Å):
Ru (1.070, 0.923, 0.547)
C (-3.327, 4.056, 1.960)
C (-2.568, 3.328, 3.067)
C (-1.201, 3.952, 3.336)
C (-3.385, 3.371, 4.354)
N (-2.396, 1.891, 2.656)
C (-2.919, 0.805, 3.336)
C (-2.535, -0.310, 2.682)
N (-1.798, 0.083, 1.587)
B (-1.057, -0.836, 0.584)
N (-0.477, -2.061, 1.276)
C (-1.172, -3.215, 1.568)
C (-0.312, -4.075, 2.138)
N (0.928, -3.455, 2.192)
C (0.802, -2.223, 1.648)
S (2.075, -1.069, 1.468)
C (2.165, -4.084, 2.764)
C (2.618, -3.275, 3.978)
C (3.243, -4.163, 1.683)
C (1.829, -5.503, 3.214)
N (-1.925, -1.165, -0.601)
C (-3.202, -0.678, -0.835)
C (-3.578, -1.102, -2.048)
N (-2.523, -1.821, -2.605)
C (-1.505, -1.885, -1.697)
S (0.011, -2.617, -1.798)
C (-2.688, -2.540, -3.908)
C (-3.306, -3.903, -3.602)
C (-3.620, -1.710, -4.795)
C (-1.372, -2.712, -4.664)
C (-1.717, 1.426, 1.595)
S (-0.872, 2.301, 0.355)
H (-3.494, 5.090, 2.261)
H (-4.298, 3.589, 1.786)
H (-2.766, 4.063, 1.027)
H (-1.354, 4.982, 3.662)
H (-0.580, 3.965, 2.444)
H (-0.673, 3.412, 4.123)
H (-3.466, 4.412, 4.661)
H (-2.896, 2.827, 5.162)
H (-4.398, 2.989, 4.214)
H (-3.501, 0.908, 4.230)
H (-2.722, -1.343, 2.914)
H (-0.061, -0.266, 0.116)
H (-2.206, -3.340, 1.297)
H (-0.474, -5.074, 2.490)
H (2.870, -2.251, 3.715)
H (3.502, -3.746, 4.409)
H (1.835, -3.257, 4.738)
H (3.629, -3.183, 1.417)
H (2.847, -4.640, 0.785)
H (4.071, -4.765, 2.058)
H (1.074, -5.517, 4.001)
H (2.736, -5.945, 3.624)
H (1.502, -6.128, 2.383)
H (-3.728, -0.073, -0.119)
H (-4.498, -0.931, -2.570)
H (-4.266, -3.795, -3.094)
H (-2.636, -4.486, -2.969)
H (-3.469, -4.454, -4.530)
H (-4.643, -1.672, -4.424)
H (-3.657, -2.171, -5.781)
H (-3.243, -0.692, -4.907)
H (-0.709, -3.420, -4.182)
H (-0.845, -1.762, -4.762)
H (-1.618, -3.079, -5.661)
O (1.816, 2.361, 4.242)
C (1.694, 2.087, 3.067)
O (0.787, 1.341, 2.538)
C (2.628, 2.741, 2.056)
C (3.668, 3.574, 2.489)
C (4.410, 4.230, 1.554)
C (4.058, 4.134, 0.188)
C (4.724, 4.881, -0.812)
C (4.305, 4.832, -2.110)
C (3.183, 4.050, -2.456)
C (2.533, 3.300, -1.517)
C (2.979, 3.300, -0.179)
N (2.338, 2.547, 0.777)
H (3.836, 3.655, 3.554)
H (5.244, 4.859, 1.841)
H (5.559, 5.507, -0.522)
H (4.810, 5.413, -2.869)
H (2.821, 4.055, -3.476)
H (1.650, 2.741, -1.783)
N (2.747, -0.507, -3.058)
C (2.679, -0.206, -1.750)
N (1.550, 0.378, -1.429)
C (0.802, 0.437, -2.609)
C (-0.491, 0.900, -2.852)
C (-0.961, 0.815, -4.147)
C (-0.180, 0.280, -5.184)
C (1.092, -0.201, -4.950)
C (1.558, -0.115, -3.643)
H (3.513, -0.981, -3.504)
H (3.468, -0.442, -1.055)
H (-1.107, 1.289, -2.055)
H (-1.959, 1.169, -4.370)
H (-0.588, 0.234, -6.185)
H (1.689, -0.633, -5.741)

As for the spin multiplicity: 2. Its LUMO energy (alpha / beta) is -2.75 / -3.78 eV. Its total charge is +1. Its energy above the lowest of the compared OMol25 structures with the same formula, charge and spin is 0.0 kcal/mol. Its expectation value of S² is 0.7554. For the frontier orbital gap (alpha / beta), the calculation gives 6.77 / 5.74 eV.


Below is 9 unconnected molecules or ions with the total composition C38H46F21NO14, with properties calculated with ωB97M-V/def2-TZVPD.

Geometry (Å):
N (0.362, 1.414, 0.609)
C (0.152, 1.787, -0.691)
C (-0.251, 0.698, -1.407)
C (-0.249, -0.411, -0.508)
C (0.060, 0.084, 0.736)
H (0.553, 2.045, 1.376)
H (0.315, 2.829, -0.922)
H (-0.517, 0.739, -2.447)
H (-0.640, -1.394, -0.715)
H (0.185, -0.408, 1.689)
C (4.046, 1.023, -0.303)
C (4.826, -0.036, 0.134)
C (5.464, 0.026, 1.380)
C (5.249, 1.105, 2.209)
C (4.441, 2.162, 1.788)
C (3.828, 2.093, 0.556)
H (3.523, 0.974, -1.251)
H (5.029, -0.894, -0.498)
H (5.944, -0.892, 1.696)
H (5.692, 1.138, 3.198)
H (4.175, 2.940, 2.489)
H (3.084, 2.831, 0.275)
C (2.206, -3.125, -2.386)
C (1.972, -2.985, -0.895)
O (3.162, -3.421, -0.198)
C (3.064, -3.407, 1.114)
O (2.064, -3.308, 1.755)
C (4.416, -3.713, 1.794)
F (4.463, -5.006, 2.138)
F (5.468, -3.451, 1.018)
F (4.529, -2.977, 2.903)
H (2.412, -4.158, -2.665)
H (3.073, -2.507, -2.621)
H (1.301, -2.812, -2.902)
H (1.126, -3.599, -0.580)
H (1.783, -1.945, -0.636)
C (2.169, 0.538, -4.029)
C (1.325, -0.218, -5.028)
O (0.224, -0.762, -4.287)
C (-0.906, -0.963, -4.940)
O (-1.164, -0.562, -6.036)
C (-1.893, -1.767, -4.081)
F (-1.233, -2.553, -3.212)
F (-2.649, -0.931, -3.362)
F (-2.637, -2.534, -4.849)
H (3.106, 0.862, -4.490)
H (2.485, -0.032, -3.155)
H (1.632, 1.419, -3.678)
H (1.891, -1.038, -5.473)
H (1.001, 0.465, -5.808)
C (3.287, -5.074, 5.551)
C (3.089, -3.873, 6.462)
O (2.360, -2.849, 5.773)
C (2.845, -1.623, 5.841)
O (3.671, -1.218, 6.590)
C (2.132, -0.691, 4.844)
F (1.304, 0.149, 5.470)
F (3.033, 0.050, 4.178)
F (1.464, -1.374, 3.923)
H (3.290, -4.800, 4.499)
H (2.536, -5.851, 5.696)
H (4.260, -5.537, 5.724)
H (4.059, -3.537, 6.820)
H (2.542, -4.158, 7.361)
C (-2.045, 2.955, 3.416)
C (-0.761, 2.620, 4.117)
O (0.055, 3.824, 4.218)
C (1.084, 3.961, 3.427)
O (1.478, 3.168, 2.612)
C (1.854, 5.269, 3.699)
F (1.652, 5.704, 4.941)
F (3.159, 5.041, 3.539)
F (1.467, 6.228, 2.855)
H (-2.613, 3.684, 3.994)
H (-2.694, 2.074, 3.436)
H (-1.865, 3.277, 2.394)
H (-0.177, 1.832, 3.644)
H (-0.893, 2.328, 5.157)
C (-3.413, 2.106, -0.966)
C (-3.600, 1.127, 0.159)
O (-4.985, 0.655, 0.117)
C (-5.261, -0.302, 0.962)
O (-4.504, -0.808, 1.731)
C (-6.777, -0.610, 1.027)
F (-7.041, -1.880, 1.255)
F (-7.248, 0.104, 2.080)
F (-7.442, -0.210, -0.059)
H (-3.488, 1.627, -1.945)
H (-2.413, 2.537, -0.968)
H (-4.151, 2.902, -0.871)
H (-3.564, 1.644, 1.120)
H (-2.907, 0.290, 0.160)
C (-2.102, 4.460, -3.917)
C (-1.170, 5.530, -4.430)
O (0.216, 5.157, -4.263)
C (0.707, 5.064, -3.054)
O (0.145, 5.261, -2.021)
C (2.204, 4.682, -3.084)
F (2.440, 3.818, -2.092)
F (2.611, 4.163, -4.231)
F (2.905, 5.803, -2.832)
H (-1.930, 4.213, -2.869)
H (-1.991, 3.529, -4.481)
H (-3.160, 4.718, -3.971)
H (-1.301, 6.482, -3.911)
H (-1.327, 5.693, -5.492)
C (-3.287, -5.167, -1.910)
C (-3.834, -3.840, -1.356)
O (-4.851, -3.309, -2.208)
C (-6.103, -3.401, -1.788)
O (-6.453, -3.658, -0.680)
C (-7.141, -3.027, -2.865)
F (-6.576, -2.690, -4.017)
F (-7.958, -4.061, -3.069)
F (-7.866, -1.979, -2.456)
H (-2.838, -5.707, -1.078)
H (-2.527, -4.974, -2.666)
H (-4.076, -5.755, -2.376)
H (-3.025, -3.112, -1.335)
H (-4.155, -4.018, -0.334)

Its LUMO energy is 0.39 eV. Its total charge is 0. As for the SMILES: CCOC(=O)C(F)(F)F.CCOC(=O)C(F)(F)F.CCOC(=O)C(F)(F)F.CCOC(=O)C(F)(F)F.CCOC(=O)C(F)(F)F.CCOC(=O)C(F)(F)F.CCOC(=O)C(F)(F)F.c1cc[nH]c1.c1ccccc1. Its energy above the lowest of the compared OMol25 structures with the same formula, charge and spin is 0.0 kcal/mol. For the frontier orbital gap, the calculation gives 8.92 eV.


Below is a molecular structure, C38H46HgN8O4PSSe3Te, with properties calculated with ωB97M-V/def2-TZVPD.

Geometry (Å):
Hg (-0.076, 0.101, 0.209)
Se (1.952, 1.257, -1.182)
Se (3.511, 1.771, -2.787)
Te (-0.276, 2.069, -4.410)
Se (-0.221, 0.894, -2.151)
O (-3.310, -0.576, 2.723)
S (-2.096, 0.008, 2.211)
O (-1.015, -1.007, 1.970)
O (-2.279, 0.871, 1.027)
C (-1.526, 1.181, 3.456)
C (-2.095, 1.070, 4.718)
C (-1.863, 2.045, 5.676)
C (-1.092, 3.149, 5.356)
C (-0.521, 3.259, 4.095)
C (-0.721, 2.286, 3.123)
P (0.188, 2.393, 1.505)
C (1.742, 3.221, 1.984)
C (2.642, 2.467, 2.740)
C (3.846, 3.014, 3.156)
C (4.158, 4.329, 2.834)
C (3.260, 5.088, 2.099)
C (2.060, 4.538, 1.668)
C (-0.716, 3.652, 0.554)
C (-0.213, 4.066, -0.680)
C (-0.985, 4.856, -1.520)
C (-2.265, 5.232, -1.143)
C (-2.771, 4.827, 0.085)
C (-2.005, 4.032, 0.925)
H (-2.737, 0.223, 4.918)
H (-2.301, 1.954, 6.662)
H (-0.942, 3.935, 6.086)
H (0.081, 4.125, 3.846)
H (2.390, 1.445, 3.001)
H (4.543, 2.411, 3.724)
H (5.096, 4.761, 3.162)
H (3.496, 6.116, 1.853)
H (1.374, 5.130, 1.077)
H (0.775, 3.762, -1.004)
H (-0.589, 5.124, -2.491)
H (-2.882, 5.813, -1.817)
H (-3.776, 5.103, 0.380)
H (-2.420, 3.687, 1.863)
C (4.323, -0.383, 0.577)
C (3.496, -0.864, 1.717)
N (2.196, -0.775, 1.854)
C (1.894, -1.321, 3.084)
C (3.030, -1.737, 3.704)
N (4.048, -1.439, 2.822)
H (3.931, -0.755, -0.369)
H (5.360, -0.705, 0.688)
H (4.297, 0.705, 0.505)
H (0.875, -1.376, 3.430)
H (3.211, -2.195, 4.661)
H (5.026, -1.624, 2.952)
C (-2.146, -2.240, -2.551)
N (-3.331, -2.929, -3.098)
C (-4.056, -3.528, -1.979)
N (-4.482, -2.535, -0.989)
C (-3.281, -1.839, -0.496)
N (-2.512, -1.210, -1.572)
C (-3.389, -0.242, -2.237)
N (-4.611, -0.879, -2.767)
C (-4.197, -1.920, -3.712)
C (-5.311, -1.535, -1.663)
H (-1.599, -1.766, -3.367)
H (-1.495, -2.977, -2.076)
H (-3.405, -4.256, -1.490)
H (-4.942, -4.045, -2.363)
H (-2.645, -2.550, 0.029)
H (-3.602, -1.078, 0.211)
H (-2.856, 0.221, -3.070)
H (-3.664, 0.532, -1.516)
H (-3.659, -1.452, -4.539)
H (-5.093, -2.417, -4.097)
H (-6.207, -2.026, -2.056)
H (-5.608, -0.779, -0.931)
C (-1.551, -4.108, 2.669)
C (-1.555, -4.821, 1.319)
N (-0.455, -5.743, 1.134)
C (-0.555, -7.003, 1.843)
C (0.401, -7.090, 3.030)
C (0.464, -5.690, 0.066)
O (1.072, -6.741, -0.213)
C (0.683, -4.468, -0.667)
C (1.116, -4.551, -2.052)
C (1.384, -3.382, -2.728)
C (1.244, -2.142, -2.113)
N (0.854, -2.049, -0.789)
C (0.618, -3.166, -0.126)
H (-2.252, -3.273, 2.663)
H (-0.557, -3.710, 2.883)
H (-1.832, -4.791, 3.475)
H (-1.518, -4.095, 0.514)
H (-2.504, -5.368, 1.212)
H (-0.312, -7.803, 1.142)
H (-1.590, -7.126, 2.177)
H (1.426, -6.987, 2.672)
H (0.303, -8.054, 3.540)
H (0.204, -6.294, 3.752)
H (1.227, -5.523, -2.510)
H (1.710, -3.405, -3.763)
H (1.476, -1.226, -2.631)
H (0.414, -3.030, 0.934)

As for the spin multiplicity: 2. Its LUMO energy (alpha / beta) is 3.71 / 3.71 eV. Its total charge is -2. Its energy above the lowest of the compared OMol25 structures with the same formula, charge and spin is 10.6 kcal/mol. Its expectation value of S² is 0.7705. For the frontier orbital gap (alpha / beta), the calculation gives 3.02 / 4.72 eV.